1:
19
Properties=species:S:1:pos:R:3 method="wB97M-V/def2-TZVPD" s2=0.7539 homo_energy_ev="-18.2 / -18.2" gap_ev="10.4 / 4.0" lumo_ha="-0.286 / -0.521" spin_multiplicity=2 total_charge=+2
C 0.49582 0.58207 -1.45496
N -0.95157 1.12903 -1.35427
C 0.28609 -0.91735 -1.17442
N -0.91129 -1.21036 -0.22058
C -0.95089 -0.50770 1.06589
H 0.97341 0.77749 -2.40923
H 1.27001 1.14031 -0.85426
H -1.15156 1.71920 -2.14733
H -1.10475 1.74897 -0.51666
H -0.03109 -1.57790 -2.05271
H 1.27883 -1.24507 -0.64939
H -0.96688 -2.30066 -0.01529
H -1.72016 -0.96263 -0.81578
H -1.76065 -0.96322 1.76813
H 0.03208 -0.57986 1.58270
H -1.12068 0.58429 1.14919
H 1.65191 -0.09561 2.87409
H 2.48035 1.21290 2.91499
O 1.77789 0.77112 2.44705

2:
19
Properties=species:S:1:pos:R:3 method="wB97M-V/def2-TZVPD" s2=0.7547 homo_energy_ev="-19.2 / -19.2" gap_ev="11.8 / 5.8" lumo_ha="-0.271 / -0.494" spin_multiplicity=2 total_charge=+2
C -0.59176 1.48408 -0.13246
C -1.05817 0.10281 -0.62488
C -0.51494 -1.15641 0.04858
N -0.89436 -1.11814 1.56082
N 0.62290 1.48296 0.60820
H -1.32191 2.05868 0.46450
H -0.53438 2.18286 -1.01390
H -2.13112 0.12258 -0.81434
H -0.57965 0.00533 -1.61013
H -0.75920 -2.12217 -0.37234
H 0.55898 -0.97931 0.10652
H -0.48968 -1.84965 2.15349
H -1.91112 -1.14562 1.65310
H -0.49336 -0.24436 1.88300
H 0.91002 2.42711 0.90924
H 1.41836 1.19002 0.00404
H 2.89738 -1.23504 -1.03460
H 2.68044 -0.42575 -2.27333
O 2.19157 -0.77999 -1.51551

Energy comparison, zero being the most stable, in kcal/mol: 1 46.9; 2 0.0.